(1)
{
  "formula": "C3H14N2O",
  "method": "ωB97M-V/def2-TZVPD",
  "gap_ev": 11.9,
  "total_charge": 2,
  "relative_energy_ev": 2.032,
  "e_tot_ev": -8347.626,
  "e_lumo_ev": -8.439,
  "multiplicity": 1,
  "symbols": ["C", "C", "C", "N", "N", "H", "H", "H", "H", "H", "H", "H", "H", "H", "H", "H", "H", "H", "H", "O"],
  "coordinates": [[0.683, -1.539, -0.274], [0.409, -0.272, -1.159], [-0.612, 0.652, -0.493], [-0.259, 2.209, -1.580], [0.993, -1.067, 1.136], [-0.239, -2.086, -0.247], [1.600, -1.994, -0.686], [1.252, 0.361, -1.468], [0.003, -0.514, -2.138], [-0.270, 1.188, 0.390], [-1.620, 0.676, -0.931], [-0.649, 2.991, -1.033], [-0.698, 2.486, -2.473], [0.727, 2.396, -1.773], [1.689, -1.670, 1.590], [1.434, -0.146, 1.101], [0.101, -1.145, 1.757], [-1.165, -1.043, 3.420], [-2.144, -0.577, 2.404], [-1.234, -0.908, 2.458]]
}

=====

(2)
{
  "formula": "C32H75AgN5NiO16",
  "method": "ωB97M-V/def2-TZVPD",
  "gap_ev": [6.6, 6.2],
  "total_charge": 0,
  "s_squared": 3.7760,
  "e_tot_ev": -119632.635,
  "e_lumo_ev": [0.296, -0.148],
  "multiplicity": 4,
  "symbols": ["Ag", "Ni", "C", "O", "O", "O", "C", "O", "O", "O", "C", "O", "C", "C", "N", "C", "C", "O", "C", "H", "H", "H", "H", "H", "H", "H", "H", "H", "H", "H", "H", "H", "H", "H", "C", "O", "C", "C", "N", "C", "C", "O", "C", "H", "H", "H", "H", "H", "H", "H", "H", "H", "H", "H", "H", "H", "H", "H", "C", "O", "C", "C", "N", "C", "C", "O", "C", "H", "H", "H", "H", "H", "H", "H", "H", "H", "H", "H", "H", "H", "H", "H", "C", "O", "C", "C", "N", "C", "C", "O", "C", "H", "H", "H", "H", "H", "H", "H", "H", "H", "H", "H", "H", "H", "H", "H", "C", "O", "C", "C", "N", "C", "C", "O", "C", "H", "H", "H", "H", "H", "H", "H", "H", "H", "H", "H", "H", "H", "H", "H"],
  "coordinates": [[1.162, 0.095, 0.949], [-2.004, 1.980, -1.311], [-2.825, 1.518, 1.664], [-3.404, 0.412, 1.675], [-3.598, 2.186, 2.296], [-3.125, 1.825, 0.529], [0.131, 2.435, 0.080], [-0.615, 3.292, -0.309], [0.722, 2.419, 1.152], [-0.153, 1.377, -0.444], [2.259, -2.650, 2.223], [2.612, -1.462, 1.628], [4.030, -1.080, 1.855], [4.475, 0.006, 0.856], [3.362, 0.961, 0.685], [3.618, 1.648, -0.612], [4.741, 2.663, -0.395], [4.594, 3.245, 0.883], [3.619, 4.322, 0.870], [2.890, -3.450, 1.835], [1.247, -2.870, 1.883], [2.248, -2.707, 3.311], [4.634, -1.962, 1.642], [4.144, -0.956, 2.932], [4.795, -0.381, -0.112], [5.314, 0.595, 1.225], [3.493, 1.677, 1.385], [2.730, 2.153, -0.994], [4.000, 1.097, -1.472], [4.751, 3.505, -1.087], [5.633, 2.037, -0.357], [3.586, 4.892, 1.799], [2.604, 3.933, 0.792], [3.807, 5.066, 0.096], [-5.388, 7.079, 0.259], [-4.303, 6.363, 0.776], [-3.274, 5.922, -0.261], [-1.955, 6.064, 0.447], [-1.940, 5.094, 1.483], [-0.901, 5.489, 2.436], [-1.013, 4.423, 3.541], [-2.253, 4.535, 4.118], [-2.262, 4.126, 5.517], [-5.048, 7.618, -0.625], [-5.837, 7.831, 0.908], [-6.154, 6.420, -0.150], [-3.261, 6.547, -1.154], [-3.456, 4.860, -0.425], [-1.971, 7.082, 0.836], [-1.103, 5.980, -0.228], [-1.429, 4.388, 0.973], [-1.081, 6.451, 2.916], [0.055, 5.567, 1.917], [-0.219, 4.496, 4.284], [-0.926, 3.457, 3.044], [-2.411, 3.052, 5.410], [-3.000, 4.691, 6.088], [-1.298, 4.309, 5.993], [1.877, -1.516, -1.831], [1.150, -1.761, -0.667], [-0.193, -2.240, -0.799], [-0.875, -2.292, 0.586], [-0.718, -1.115, 1.416], [-0.907, -1.421, 2.818], [-0.062, -0.588, 3.753], [1.031, 0.243, 3.179], [1.845, 0.983, 4.157], [2.882, -1.124, -1.677], [1.428, -0.940, -2.639], [2.125, -2.449, -2.338], [-0.102, -3.201, -1.306], [-0.723, -1.475, -1.366], [-0.675, -3.216, 1.129], [-1.950, -2.337, 0.416], [-1.578, -0.584, 1.407], [-0.704, -2.475, 3.005], [-1.988, -1.380, 2.955], [0.469, -1.095, 4.559], [-0.649, 0.217, 4.195], [2.248, 0.428, 5.004], [1.115, 1.576, 4.708], [2.592, 1.618, 3.680], [3.723, -12.754, 1.118], [2.880, -12.612, -0.087], [1.679, -11.875, 0.150], [1.511, -10.836, -1.003], [1.555, -9.399, -0.442], [1.545, -8.476, -1.535], [1.574, -7.032, -0.914], [2.919, -6.481, -0.831], [2.859, -5.257, -0.055], [3.129, -13.273, 1.869], [4.337, -11.908, 1.428], [4.536, -13.447, 0.898], [1.597, -11.376, 1.115], [0.899, -12.636, 0.133], [0.543, -10.874, -1.502], [2.242, -10.991, -1.796], [2.452, -9.357, 0.020], [0.685, -8.625, -2.188], [2.430, -8.601, -2.159], [1.135, -7.008, 0.084], [0.933, -6.286, -1.384], [2.290, -5.293, 0.874], [2.351, -4.423, -0.539], [3.913, -5.001, 0.055], [-0.443, 1.271, -4.105], [-1.168, 2.192, -3.331], [-1.501, 3.434, -3.966], [-2.416, 4.243, -3.087], [-3.336, 3.356, -2.359], [-4.319, 2.831, -3.362], [-5.104, 3.899, -4.267], [-4.536, 3.852, -5.665], [-5.345, 4.408, -6.763], [-0.285, 0.399, -3.470], [0.605, 1.492, -4.309], [-0.934, 0.986, -5.036], [-1.970, 3.284, -4.938], [-0.593, 4.025, -4.084], [-2.994, 4.929, -3.706], [-1.757, 4.949, -2.581], [-3.891, 3.898, -1.713], [-5.121, 2.437, -2.738], [-3.799, 2.181, -4.065], [-4.916, 4.911, -3.910], [-6.148, 3.595, -4.346], [-4.604, 4.438, -7.561], [-5.576, 5.467, -6.651], [-6.255, 3.824, -6.898]]
}

=====

(3)
{
  "formula": "C9H9N2O2S",
  "method": "ωB97M-V/def2-TZVPD",
  "gap_ev": 6.6,
  "total_charge": -1,
  "relative_energy_ev": 0.000,
  "e_tot_ev": -27390.949,
  "e_lumo_ev": 3.272,
  "multiplicity": 1,
  "symbols": ["C", "C", "C", "C", "C", "C", "C", "C", "C", "N", "N", "O", "O", "S", "H", "H", "H", "H", "H", "H", "H", "H", "H"],
  "coordinates": [[2.261, 1.465, 0.023], [2.654, 0.716, -1.086], [1.004, 1.295, 0.543], [1.717, -0.151, -1.620], [0.105, 0.388, -0.068], [-0.631, -1.894, 2.127], [-1.732, 0.726, 1.570], [-2.177, -0.512, -0.573], [-1.241, 0.212, 0.371], [0.495, -0.307, -1.160], [-0.064, -1.178, 2.904], [-3.102, 0.648, 1.792], [-1.060, 1.178, 2.523], [-1.206, -3.147, 1.378], [2.945, 2.184, 0.461], [3.641, 0.816, -1.516], [0.670, 1.868, 1.392], [1.960, -0.760, -2.488], [-1.579, -0.898, -1.394], [-2.945, 0.149, -0.990], [-2.669, -1.364, -0.093], [-3.506, 0.182, 1.051], [-0.212, -0.144, 2.955]]
}